Here is a cluster of 20 separate species, C78H209N13O26 in total in a non-equilibrium geometry from OMol25. Energies are from ωB97M-V with the def2-TZVPD basis set.

Each line ends with the Mulliken charge.
Element x y z (Å)
C 2.03 -0.23 -6.24  -0.77
C 2.98 0.84 -5.72  0.18
C 2.57 1.43 -4.37  -0.18
O 1.29 1.94 -4.55  0.40
C 0.78 2.63 -3.47  -0.74
N 4.28 0.19 -5.73  -0.74
H 1.95 -1.08 -5.56  -0.05
H 2.25 -0.64 -7.23  0.44
H 1.04 0.19 -6.37  -0.08
H 2.86 1.61 -6.49  0.20
H 3.17 2.26 -4.00  0.57
H 2.59 0.65 -3.61  -0.22
H 0.80 2.17 -2.48  0.08
H -0.29 2.77 -3.60  -0.10
H 1.31 3.59 -3.37  0.58
H 4.92 0.72 -5.15  0.36
H 4.19 -0.69 -5.24  0.23
C 1.03 -4.00 -2.92  -0.95
C 2.38 -4.62 -2.53  1.69
C 2.25 -6.15 -2.33  -1.17
O 3.51 -6.70 -1.86  -0.34
C 3.55 -8.12 -1.52  -0.78
N 3.38 -4.42 -3.61  -0.56
H 0.25 -4.20 -2.18  0.19
H 0.77 -4.41 -3.90  0.46
H 1.15 -2.93 -3.05  -0.13
H 2.63 -4.25 -1.54  -0.71
H 1.88 -6.61 -3.25  0.55
H 1.52 -6.40 -1.56  0.41
H 2.91 -8.33 -0.67  0.33
H 4.57 -8.37 -1.25  0.17
H 3.26 -8.78 -2.35  0.36
H 3.01 -4.89 -4.42  0.32
H 4.11 -5.09 -3.40  0.24
C 1.31 0.22 1.08  -1.00
C 0.24 0.29 -0.01  2.30
C 0.31 -0.98 -0.92  -0.53
O -0.90 -1.32 -1.62  0.49
C -1.43 -0.39 -2.56  0.88
N -1.05 0.37 0.68  0.98
H 1.24 1.10 1.72  -0.34
H 2.25 0.23 0.52  0.53
H 1.19 -0.69 1.67  -0.01
H 0.19 1.20 -0.61  -1.04
H 0.39 -1.86 -0.28  0.21
H 1.16 -0.94 -1.59  -0.42
H -2.40 -0.81 -2.80  -0.21
H -0.82 -0.12 -3.43  0.01
H -1.76 0.50 -2.02  -0.92
H -1.49 -0.38 0.17  -0.83
H -1.02 -0.03 1.61  -0.44
C -0.87 5.40 1.68  -2.15
C -1.47 4.06 1.26  1.92
C -1.41 3.83 -0.23  -0.06
O -2.08 4.87 -0.99  -0.15
C -1.73 5.04 -2.40  -0.76
N -0.87 3.05 2.11  2.15
H -1.36 6.24 1.19  0.35
H 0.19 5.39 1.44  0.53
H -1.01 5.59 2.74  0.30
H -2.52 4.07 1.57  -0.79
H -1.80 2.83 -0.44  0.05
H -0.34 3.79 -0.42  -0.01
H -2.09 4.21 -3.01  -0.07
H -0.65 5.18 -2.47  0.47
H -2.14 5.95 -2.83  0.47
H -0.91 2.14 1.67  -1.03
H -1.39 3.00 2.98  -0.39
C 7.99 2.84 8.29  -1.43
C 7.68 1.65 7.35  0.61
C 7.58 1.95 5.82  -0.28
O 6.62 2.97 5.55  -0.45
C 6.06 3.01 4.21  -0.61
N 8.66 0.62 7.70  -0.65
H 8.04 2.57 9.35  0.42
H 7.20 3.57 8.11  0.33
H 8.87 3.35 7.92  0.32
H 6.70 1.26 7.62  0.21
H 7.15 1.10 5.29  0.03
H 8.52 2.15 5.31  0.35
H 6.83 3.00 3.44  0.36
H 5.59 3.99 4.10  0.44
H 5.24 2.32 4.04  0.03
H 8.46 0.42 8.67  0.33
H 8.43 -0.25 7.25  0.13
C -3.00 0.27 -7.54  -0.99
C -4.46 0.41 -7.06  2.30
C -4.62 1.45 -5.97  -1.60
O -3.91 1.10 -4.82  0.32
C -4.18 1.99 -3.72  -0.50
N -5.28 0.69 -8.20  -0.99
H -2.25 0.30 -6.75  -0.38
H -2.76 1.00 -8.32  0.47
H -2.98 -0.71 -8.02  0.31
H -4.72 -0.55 -6.60  -0.66
H -5.69 1.61 -5.79  0.45
H -4.27 2.42 -6.33  0.31
H -3.52 1.73 -2.89  -0.39
H -5.25 2.10 -3.54  0.45
H -3.78 2.97 -3.99  0.31
H -6.25 0.68 -7.93  0.35
H -5.30 -0.09 -8.85  0.43
C -5.72 -2.55 2.24  -1.26
C -4.17 -2.21 2.25  0.22
C -3.43 -2.46 0.87  1.19
O -3.82 -3.66 0.22  -0.66
C -3.03 -3.99 -0.89  -0.88
N -4.04 -0.81 2.68  2.48
H -6.26 -1.99 1.48  -0.21
H -6.16 -2.47 3.23  0.29
H -5.88 -3.61 2.01  0.61
H -3.66 -2.81 3.00  0.66
H -2.35 -2.46 0.96  -0.12
H -3.64 -1.60 0.24  -0.61
H -3.57 -4.79 -1.39  0.46
H -2.04 -4.34 -0.60  0.42
H -2.92 -3.15 -1.58  0.12
H -4.53 -0.26 1.99  -1.30
H -4.66 -0.79 3.47  -0.82
C -4.54 6.29 0.13  -1.31
C -5.61 5.33 -0.38  0.38
O -5.07 4.62 -1.46  -0.58
H -4.12 6.97 -0.61  0.25
H -3.63 5.84 0.54  0.42
H -4.96 6.86 0.96  0.45
H -6.55 5.84 -0.57  0.38
H -5.81 4.57 0.38  -0.34
H -4.14 4.47 -1.31  0.18
C -0.02 -4.22 2.87  -0.90
C 1.40 -4.69 2.53  0.16
O 2.36 -3.86 3.15  -0.37
H -0.23 -4.14 3.94  0.38
H -0.79 -4.81 2.37  0.40
H -0.17 -3.25 2.41  -0.04
H 1.59 -4.74 1.46  -0.12
H 1.46 -5.74 2.82  0.27
H 2.28 -3.79 4.10  0.25
C 1.91 2.28 4.56  0.42
C 1.59 3.69 4.20  -0.13
O 1.65 3.89 2.80  -0.55
H 1.93 2.14 5.64  0.60
H 2.95 2.02 4.34  -0.60
H 1.27 1.53 4.09  -0.55
H 2.32 4.29 4.75  0.52
H 0.60 3.85 4.63  -0.06
H 0.80 3.64 2.43  0.10
C -6.03 -2.54 -2.22  -1.00
C -5.73 -2.39 -3.71  0.63
O -6.07 -3.61 -4.37  -0.70
H -7.11 -2.38 -2.20  0.54
H -5.49 -1.79 -1.64  -0.02
H -5.71 -3.49 -1.80  0.16
H -4.67 -2.22 -3.94  -0.24
H -6.31 -1.60 -4.18  0.13
H -5.72 -3.64 -5.26  0.34
C -0.13 -0.92 5.39  -1.60
C -1.29 -0.35 4.55  1.20
O -1.35 -1.04 3.31  -0.16
H 0.02 -0.68 6.44  0.38
H 0.77 -0.88 4.77  0.16
H -0.19 -2.01 5.39  0.38
H -1.12 0.72 4.43  -0.19
H -2.19 -0.55 5.14  -0.14
H -2.24 -0.93 2.96  -0.45
C 5.27 -0.35 -1.94  -0.83
C 4.30 -1.53 -2.24  1.20
O 4.37 -1.81 -3.61  -0.65
H 6.32 -0.64 -1.97  0.47
H 5.12 0.01 -0.92  -0.25
H 5.09 0.51 -2.57  0.18
H 3.27 -1.34 -1.95  -0.75
H 4.59 -2.41 -1.68  0.39
H 3.95 -2.66 -3.70  0.42
C 4.35 2.75 0.53  0.03
C 3.38 3.85 -0.03  0.04
O 3.22 4.85 0.85  -0.62
H 4.13 2.51 1.57  -0.19
H 5.41 3.00 0.51  0.52
H 4.23 1.83 -0.03  -0.39
H 2.43 3.42 -0.33  -0.27
H 3.89 4.33 -0.87  0.49
H 2.64 4.39 1.45  0.47
C -0.98 3.18 -7.50  -0.53
O -0.80 4.57 -7.05  -0.49
C 0.29 4.86 -6.17  0.42
C 0.45 6.40 -6.10  -0.75
N -0.67 7.13 -5.54  -0.07
C -0.53 8.56 -5.76  -0.93
C 0.63 9.26 -4.93  -0.60
O 1.85 9.02 -5.52  -0.31
C 2.96 9.22 -4.66  -0.76
H -0.91 2.47 -6.68  0.12
H -0.14 2.93 -8.15  0.40
H -1.92 3.11 -8.04  0.28
H 1.15 4.28 -6.52  0.39
H 0.06 4.54 -5.16  -0.53
H 0.63 6.80 -7.10  0.43
H 1.40 6.56 -5.57  0.29
H -1.55 6.94 -6.01  0.21
H -1.47 8.95 -5.38  0.44
H -0.61 8.85 -6.81  0.42
H 0.62 9.01 -3.87  0.40
H 0.46 10.33 -4.97  0.39
H 2.86 10.13 -4.07  0.33
H 3.91 9.28 -5.19  0.24
H 3.05 8.34 -4.02  0.30
C 4.53 -1.00 2.73  -0.04
O 5.84 -0.45 3.15  -0.39
C 6.78 -0.39 2.06  -0.11
C 8.14 0.01 2.56  -0.69
N 8.63 -1.06 3.41  -0.39
C 9.77 -0.63 4.21  -0.20
C 10.19 -1.66 5.32  -0.80
O 9.05 -1.80 6.22  -0.29
C 9.09 -2.83 7.17  -0.90
H 3.89 -1.04 3.60  0.16
H 4.66 -1.99 2.30  0.20
H 4.11 -0.39 1.92  0.03
H 6.54 0.36 1.31  0.09
H 6.77 -1.29 1.45  0.35
H 8.07 0.96 3.10  0.09
H 8.77 0.13 1.68  0.41
H 7.87 -1.47 3.94  0.35
H 9.57 0.32 4.72  -0.08
H 10.58 -0.57 3.49  0.34
H 10.95 -1.32 6.03  0.40
H 10.59 -2.60 4.93  0.49
H 8.22 -2.67 7.82  0.26
H 9.94 -2.83 7.85  0.33
H 8.98 -3.81 6.71  0.31
C -4.66 1.12 -0.25  0.45
O -5.61 0.49 0.59  0.41
C -6.81 1.23 0.70  -0.69
C -7.74 0.52 1.75  -0.73
N -7.15 0.87 3.05  0.16
C -7.95 0.36 4.16  -0.70
C -7.00 0.11 5.31  -0.74
O -5.72 -0.50 5.03  -0.41
C -5.06 -0.95 6.20  -1.00
H -5.13 1.21 -1.23  0.67
H -3.80 0.46 -0.36  -0.76
H -4.25 2.00 0.24  -0.44
H -7.33 1.16 -0.25  0.46
H -6.61 2.28 0.93  -0.06
H -7.65 -0.56 1.72  0.25
H -8.77 0.80 1.54  0.54
H -6.17 0.61 3.13  -0.45
H -8.38 -0.61 3.91  0.43
H -8.74 1.01 4.52  0.39
H -7.54 -0.39 6.11  0.59
H -6.80 1.14 5.59  0.10
H -4.41 -1.74 5.81  0.25
H -5.77 -1.47 6.84  0.44
H -4.44 -0.17 6.64  0.19
C -5.23 -1.43 -10.92  -0.92
O -5.26 -1.89 -9.59  -0.29
C -5.50 -3.29 -9.45  -0.70
C -5.93 -3.61 -8.03  -0.82
N -4.81 -3.38 -7.05  0.39
C -3.69 -4.31 -7.17  -0.89
C -2.51 -4.04 -6.19  -0.53
O -2.08 -2.72 -6.31  -0.17
C -0.96 -2.35 -5.50  -0.04
H -5.23 -0.34 -10.89  0.29
H -6.26 -1.64 -11.23  0.38
H -4.46 -1.83 -11.58  0.28
H -4.59 -3.82 -9.70  0.34
H -6.27 -3.60 -10.16  0.53
H -6.27 -4.64 -7.95  0.46
H -6.73 -2.91 -7.77  0.27
H -4.30 -2.51 -7.17  -0.31
H -3.28 -4.26 -8.18  0.41
H -4.06 -5.33 -7.03  0.43
H -1.77 -4.77 -6.51  0.35
H -2.86 -4.22 -5.17  0.24
H -0.05 -2.89 -5.76  0.48
H -1.21 -2.62 -4.47  0.17
H -0.72 -1.29 -5.61  -0.41
C -9.30 4.41 8.08  -0.73
O -7.97 4.60 7.62  -0.34
C -7.72 4.25 6.22  -0.34
C -6.17 4.53 5.87  -0.23
N -5.28 3.46 6.23  -0.06
C -3.90 3.91 6.21  -1.21
C -3.32 4.34 4.85  -0.72
O -3.08 3.26 3.96  0.32
C -4.20 2.61 3.36  0.08
H -9.47 3.34 8.16  0.26
H -10.03 4.78 7.36  0.31
H -9.46 4.89 9.04  0.25
H -8.25 4.86 5.49  0.39
H -7.95 3.20 6.05  0.00
H -5.91 5.43 6.43  0.46
H -6.17 4.77 4.81  0.20
H -5.26 2.85 5.43  -0.40
H -3.26 3.08 6.50  0.39
H -3.67 4.66 6.96  0.50
H -2.35 4.79 5.07  0.33
H -3.97 5.07 4.36  0.58
H -3.86 1.98 2.55  -0.46
H -4.94 3.33 3.01  0.63
H -4.67 1.94 4.08  -0.27
C 8.42 -9.80 6.35  -0.70
O 7.54 -9.64 5.23  -0.31
C 8.12 -9.85 3.94  -0.61
C 6.97 -9.85 2.92  -0.68
N 6.43 -8.46 2.83  -0.22
C 5.31 -8.39 1.86  -0.93
C 4.67 -6.99 1.75  -0.07
O 5.35 -5.98 1.02  -0.46
C 4.64 -4.76 0.80  -0.13
H 9.25 -9.10 6.38  0.28
H 8.83 -10.81 6.29  0.29
H 7.81 -9.62 7.24  0.23
H 8.65 -10.80 3.93  0.44
H 8.88 -9.09 3.74  0.35
H 6.32 -10.62 3.33  0.31
H 7.16 -10.26 1.92  0.44
H 6.17 -8.08 3.73  0.26
H 4.49 -9.06 2.13  0.35
H 5.66 -8.67 0.87  0.31
H 4.50 -6.63 2.76  0.27
H 3.71 -7.08 1.24  0.15
H 4.25 -4.31 1.71  0.09
H 3.79 -4.84 0.12  -0.12
H 5.27 -3.97 0.41  0.28

Kohn-Sham gap: 8.8 eV
Net charge: 0
2S+1: 1
Electronic energy: -156864.879 eV